1.
Computed, not measured: an isolated molecule of C5H10N2O2, with ωB97M-V with the def2-TZVPD basis set.

Structure (XYZ):
```
19
Properties=species:S:1:pos:R:3:lowdin_spin:R:1
C -1.0851 -0.3160 0.0047 0.54
C -1.7001 0.9234 0.1260 0.17
C 0.3158 -0.4411 0.0340 0.52
C -3.2570 0.8834 -0.0831 0.01
C 0.9039 -1.7653 0.0712 0.09
N 3.3213 1.6749 -0.2156 -0.01
N 2.7449 0.5882 0.2948 0.00
O 1.1496 0.6564 0.0870 0.25
O -1.1581 1.9884 0.3358 0.32
H -3.4852 0.4188 -1.1189 0.01
H -3.8785 0.2382 0.6360 0.00
H -3.7308 1.9365 -0.0770 0.00
H 1.2311 -2.1086 -0.9612 0.04
H 0.2930 -2.6592 0.4125 0.01
H 1.9227 -1.9016 0.6424 0.01
H 3.4554 1.7337 -1.1835 0.00
H 2.9509 2.5523 0.1348 0.00
H -1.6480 -1.2285 0.0497 0.02
H 2.3925 0.7927 1.2041 0.00
```

Summary:
* energy above the lowest of the compared OMol25 structures with the same formula, charge and spin: 36.3 kcal/mol
* spin multiplicity: 3

=====

2.
Computed, not measured: a cluster of 2 separate species, C5H10N2O2S in total, with ωB97M-V with the def2-TZVPD basis set.

Structure (XYZ):
```
20
Properties=species:S:1:pos:R:3:nbo_charge:R:1
C -3.6196 1.4619 1.1560 0.06
C -4.0317 -0.5341 0.0645 0.08
C -2.3753 -1.7507 1.2718 0.14
C -5.1792 1.5365 -0.8107 -0.41
C 7.4751 -1.0938 -1.2117 -0.82
N -3.3349 -1.0747 0.9074 -0.32
N -4.2581 0.8614 0.1878 -0.23
O 7.8562 1.2699 -0.0905 -0.67
O 7.8926 -0.6047 1.5125 -0.66
S 7.6314 -0.0468 0.2681 2.20
H -3.5096 2.4188 1.4939 0.24
H -4.4717 -1.2964 -0.6366 0.27
H -3.1637 0.6416 1.7840 0.22
H -6.1016 1.7967 -0.3012 0.25
H -5.4420 0.8760 -1.6031 0.25
H -4.7227 2.4525 -1.0948 0.24
H 7.9448 -0.8866 -2.1722 0.34
H 7.8518 -1.9850 -0.7720 0.29
H 6.4224 -1.3678 -1.3006 0.31
H -2.8643 -2.6748 1.3474 0.21
```

Summary:
* energy above the lowest of the compared OMol25 structures with the same formula, charge and spin: 134.7 kcal/mol
* total charge: +2

=====

3.
Computed, not measured: a structure of composition C5H10N2O2S3, with ωB97M-V with the def2-TZVPD basis set.

Structure (XYZ):
```
22
Properties=species:S:1:pos:R:3:nbo_charge:R:1
C -0.9438 -0.7822 -2.9028 -0.61
C -1.0813 -0.6242 -1.3925 -0.46
C -0.6611 0.7678 -0.9252 0.42
C -2.4216 -0.9828 -0.8088 -0.23
C 1.6357 1.1202 1.5745 0.78
H -1.6636 -0.1456 -3.4275 0.23
H 0.0668 -0.5078 -3.2241 0.21
H -1.1343 -1.8142 -3.2047 0.24
H -0.3573 -1.3002 -0.9023 0.24
H 0.1078 1.2552 -1.5644 0.14
H -2.5622 -0.6147 0.2104 0.21
H 0.3218 0.5937 4.5102 0.10
H 2.0233 2.4308 3.0585 0.42
H 1.4232 -0.8723 2.1037 0.42
H 2.3234 -0.8801 -0.6612 0.10
N 1.7961 1.4574 2.9182 -0.80
N 1.3591 -0.2119 1.3414 -0.80
O -1.0868 1.3162 0.0600 -0.55
O 1.7478 1.9635 0.7128 -0.61
S -3.5934 -1.8169 -1.5367 0.04
S 1.6446 0.4594 4.2700 0.20
S 1.0557 -0.8111 -0.2095 0.32
```

Summary:
* energy above the lowest of the compared OMol25 structures with the same formula, charge and spin: 0.0 kcal/mol

=====

4.
Computed, not measured: an isolated molecule of C5H10N2S, with ωB97M-V with the def2-TZVPD basis set.

Structure (XYZ):
```
18
Properties=species:S:1:pos:R:3:nbo_charge:R:1
C 0.6284 1.2081 1.2124 -0.59
C 0.2597 -0.0520 0.5615 -0.10
N -1.1005 -0.2978 0.9554 -0.63
C -2.1958 0.1544 0.1081 0.27
N -1.9775 0.5113 -1.0665 -0.69
S -0.5624 0.8613 -1.7943 0.48
C 0.6741 -0.0519 -0.8905 -0.40
C 1.0016 -1.4249 -1.3739 -0.62
H 1.6191 1.5397 0.7241 0.21
H -0.3039 2.0840 1.0627 0.21
H 0.7591 1.0236 2.3842 0.21
H 0.9764 -0.7457 1.1478 0.20
H -1.2943 -0.4959 1.8303 0.38
H -3.1238 0.3057 0.7332 0.19
H 1.4902 0.8150 -0.9400 0.23
H 1.8492 -1.9968 -0.9405 0.22
H 1.2453 -1.5320 -2.3067 0.22
H 0.0553 -1.9062 -1.4076 0.22
```

Summary:
* energy above the lowest of the compared OMol25 structures with the same formula, charge and spin: 78.3 kcal/mol
* SMILES string: C[C@H]1NC=NS[C@@H]1C

=====

5.
Computed, not measured: a cluster of 2 separate species, C5H10N2S in total, with ωB97M-V with the def2-TZVPD basis set.

Structure (XYZ):
```
18
Properties=species:S:1:pos:R:3:nbo_charge:R:1
C -1.3166 -1.7230 -0.3421 -0.13
C 2.3295 0.4056 2.0853 -0.20
C 0.7462 0.5800 1.9643 -0.46
C 1.8081 0.8881 0.9276 0.03
C 1.9144 1.4395 -0.3823 -0.67
N -2.5512 0.0067 -1.6892 -0.68
N -1.5793 -0.5034 -0.7501 -0.43
S -2.2139 -2.9308 -1.1571 -0.03
H 3.0896 0.1207 2.8242 0.24
H -1.6655 -4.1201 -0.9656 0.15
H -0.0045 -0.2398 1.8133 0.19
H 0.3068 1.3516 2.5863 0.17
H 2.9644 1.5306 -0.7828 0.23
H 1.3306 2.3819 -0.3031 0.23
H 1.4947 0.8204 -1.1806 0.24
H -3.1671 -0.7860 -1.9838 0.36
H -2.1644 0.4072 -2.4481 0.35
H -1.3219 0.3708 -0.2163 0.41
```

Summary:
* energy above the lowest of the compared OMol25 structures with the same formula, charge and spin: 149.2 kcal/mol

=====

6.
Computed, not measured: an isolated molecule of C5H10N2S, with ωB97M-V with the def2-TZVPD basis set.

Structure (XYZ):
```
18
Properties=species:S:1:pos:R:3:nbo_charge:R:1
H 1.2212 -1.2742 -3.2676 0.32
N 1.0653 -0.5105 -2.6573 -0.77
C 0.4234 -0.7929 -1.5168 0.43
N -0.0703 -1.9987 -1.4185 -0.81
C 0.5895 0.1273 -0.3146 -0.33
C -0.6258 1.0133 -0.1177 -0.43
C -0.6244 1.4989 1.3179 -0.40
C -0.1797 0.3154 2.2526 -0.47
S 0.8586 -0.9424 1.2564 0.10
H 0.0675 -2.7840 -2.0856 0.40
H -0.0897 -2.2798 -0.4224 0.39
H 1.5723 0.6896 -0.5371 0.26
H -0.7368 1.7957 -0.8869 0.24
H -1.4620 0.3876 -0.2504 0.20
H -1.6033 1.9198 1.6607 0.22
H 0.1523 2.2955 1.4281 0.20
H -1.0523 -0.2049 2.6332 0.22
H 0.4942 0.7442 2.9260 0.22
```

Summary:
* energy above the lowest of the compared OMol25 structures with the same formula, charge and spin: 28.2 kcal/mol
* SMILES string: [H]/N=C(\N)[C@H]1CCCS1

=====

Ordered E_tot results: -456.23585, -853.78529, -1650.95506, -704.09910, -703.98606, -704.17888; unit a.u..